[1]
Here is C19H21BN2O3S in the gas phase from OMol25. Energies are from wB97M-V/def2-TZVPD.

As for the spin multiplicity: 1. The calculation puts the HOMO energy at -7.2 eV. The calculation puts the frontier orbital gap at 7.83 eV. The calculation puts the total energy at -40678.888 eV. For the energy above the lowest of the compared OMol25 structures with the same formula, charge and spin, the calculation gives 34.5 kcal per mole.

Last column: Löwdin charge in e.
Element x y z (Å)
O (-3.71328, -2.55207, -0.18351)  0.15
B (-3.72759, -1.62104, -1.18252)  -0.58
O (-4.64645, -1.59387, -2.27914)  0.11
C (-2.73358, -0.31479, -1.05642)  -0.36
C (-1.64440, -0.04817, -1.78949)  -0.10
C (-1.07999, 1.22225, -1.52038)  -0.27
C (0.03494, 1.78808, -2.23544)  0.03
C (0.66008, 2.90402, -1.75403)  -0.28
C (2.02970, 3.12160, -2.22227)  -0.19
N (2.85266, 1.90636, -2.04313)  -0.02
C (2.71244, 1.00107, -0.95943)  -0.27
C (2.67886, 1.43966, 0.34434)  -0.03
C (2.12713, 0.64768, 1.36949)  0.01
C (1.75769, -0.68497, 1.06115)  -0.22
N (1.15566, -1.45123, 2.10462)  -0.12
C (0.14794, -0.90314, 3.00273)  -0.13
C (-1.24861, -1.23918, 2.46347)  -0.16
O (-1.18959, -2.07007, 1.32490)  -0.18
C (-0.42513, -3.22811, 1.43707)  -0.16
C (1.01339, -2.88055, 2.01152)  -0.12
C (1.87413, -1.14397, -0.20915)  -0.06
C (2.36430, -0.36922, -1.17033)  -0.04
C (0.07898, 3.62514, -0.67606)  -0.02
C (-1.15007, 3.19069, -0.09512)  -0.05
C (-1.67947, 1.93810, -0.52137)  -0.45
S (-3.08826, 1.02919, 0.06352)  1.04
H (-2.97838, -2.49081, 0.46180)  0.08
H (-5.37708, -2.25812, -2.24936)  0.11
H (-1.27410, -0.75080, -2.55814)  0.14
H (0.54874, 1.13627, -2.97823)  0.14
H (2.41963, 4.02740, -1.65248)  0.12
H (1.99888, 3.36530, -3.35755)  0.15
H (3.38357, 1.67172, -2.92675)  0.15
H (2.78362, 2.49821, 0.51865)  0.11
H (1.86677, 1.10533, 2.40786)  0.14
H (0.32589, -1.32043, 4.03912)  0.14
H (0.31576, 0.15505, 3.05552)  0.09
H (-1.80822, -1.81239, 3.24919)  0.13
H (-1.77091, -0.31116, 2.22379)  0.09
H (-0.26637, -3.59807, 0.45537)  0.10
H (-1.05408, -3.94378, 1.93662)  0.12
H (1.04301, -3.28440, 3.07992)  0.13
H (1.83716, -3.32898, 1.51537)  0.10
H (1.50796, -2.16531, -0.44186)  0.13
H (2.41356, -0.73747, -2.16337)  0.10
H (0.66514, 4.47530, -0.45440)  0.09
H (-1.74205, 3.85368, 0.55389)  0.11

Cartesian forces (eV/Å) of the 2 atoms listed first:
O -0.2 -0.2 -0.5
B -0.4 1.4 -0.3


[2]
Here is a molecular structure, C19H21BNOPt from OMol25. Energies are from wB97M-V/def2-TZVPD.

As for the spin multiplicity: 3. The total charge is -1. The calculation puts the HOMO energy (alpha / beta) at -3.5 / -3.6 eV. The calculation puts the frontier orbital gap (alpha / beta) at 5.89 / 5.70 eV. The calculation puts the total energy at -27499.819 eV. For the energy above the lowest of the compared OMol25 structures with the same formula, charge and spin, the calculation gives 0.0 kcal per mole. As for the expectation value of S²: 2.0627.

Last column: Löwdin charge in e.
Element x y z (Å)
C (-2.63732, 3.03417, 1.29682)  -0.18
C (-1.90802, 2.40895, 2.34469)  -0.14
C (-0.79746, 1.68576, 1.77842)  -0.28
H (-2.10548, 2.54077, 3.40754)  0.09
C (-0.81920, 1.97764, 0.30912)  -0.35
C (-2.01820, 2.77695, 0.06306)  -0.14
H (-2.31883, 3.14581, -0.91293)  0.09
H (-3.50369, 3.68091, 1.44437)  0.09
H (0.09363, 1.36469, 2.31011)  0.05
H (0.05351, 1.90095, -0.33280)  0.07
C (-1.55509, -2.90951, 0.65495)  -0.15
C (-2.94056, -3.05258, 0.46077)  -0.16
C (-3.39202, -2.12067, -0.49715)  -0.17
H (-3.57785, -3.80893, 0.91817)  0.08
C (-2.25805, -1.36841, -0.99246)  -0.32
C (-1.05981, -1.85244, -0.21826)  -0.36
H (-0.04642, -1.76639, -0.60959)  0.06
H (-0.92802, -3.54317, 1.27232)  0.07
H (-4.40309, -2.04928, -0.88937)  0.09
H (-2.18673, -0.86547, -1.95705)  0.08
Pt (-1.65327, 0.05665, 0.48955)  1.19
O (1.65460, 0.24393, -0.47125)  -0.11
C (2.43244, 0.16129, 0.74037)  -0.09
C (3.00766, 0.88930, -0.46704)  -0.19
H (2.04390, 0.77375, 1.55871)  0.10
H (2.86261, -0.82272, 0.97011)  0.11
H (2.96825, 1.98676, -0.42422)  0.15
H (4.91457, 2.13040, -1.93392)  0.11
C (5.01986, 1.04459, -1.96205)  -0.04
C (4.05778, 0.26028, -1.27985)  -0.17
C (4.16603, -1.14742, -1.35654)  -0.02
H (3.40990, -1.77995, -0.88683)  0.11
C (5.24296, -1.73716, -2.01819)  -0.08
H (5.33568, -2.82363, -2.03600)  0.10
C (6.21102, -0.94961, -2.65586)  -0.10
H (7.06044, -1.41428, -3.15676)  0.10
C (6.08251, 0.44597, -2.62834)  -0.10
H (6.82695, 1.06964, -3.12413)  0.10
B (-6.02696, 0.02690, 2.01025)  -0.46
C (-4.65343, 0.18981, 1.32842)  -0.18
N (-3.56943, 0.26652, 0.90192)  -0.04
H (-5.94774, -0.91943, 2.79198)  0.00
H (-6.86311, -0.19492, 1.14408)  -0.01
H (-6.27455, 1.06359, 2.61484)  -0.01

Cartesian forces (eV/Å) of the 2 atoms listed first:
C 0.5 0.3 0.6
C 0.1 0.7 -0.9


[3]
Here is a molecular structure, C19H21BeClN2O2 from OMol25. Energies are from wB97M-V/def2-TZVPD.

As for the spin multiplicity: 1. The calculation puts the HOMO energy at -8.1 eV. The calculation puts the frontier orbital gap at 8.28 eV. The calculation puts the total energy at -40044.372 eV.

Last column: Löwdin charge in e.
Element x y z (Å)
Be (0.50076, -0.58812, 0.10064)  -0.02
Cl (-1.57582, -5.87854, 4.44719)  0.63
C (-1.03193, -4.57655, 3.40280)  -0.67
C (-1.31865, -4.65882, 2.04730)  -0.10
C (-0.75895, -3.75357, 1.15877)  0.02
C (0.11814, -2.72017, 1.60869)  -0.31
O (0.74457, -1.91734, 0.81520)  -0.08
C (0.34645, -2.60202, 2.99728)  -0.12
C (1.27998, -1.62415, 3.48291)  -0.22
O (2.17340, -1.09034, 2.82122)  0.01
C (-0.27068, -3.53767, 3.90381)  -0.04
H (-2.01225, -5.36645, 1.66523)  0.10
H (-1.10740, -3.75024, 0.12131)  0.12
H (1.29466, -1.42372, 4.55743)  0.12
H (-0.10349, -3.40385, 4.97198)  0.11
N (2.09436, 0.01968, -0.24253)  0.03
C (2.13180, 1.51768, -0.36018)  -0.18
C (2.51809, 2.15809, 0.99336)  -0.16
C (1.27168, 2.65781, 1.73210)  -0.19
C (0.27055, 1.60573, 2.19534)  -0.20
N (-0.33238, 0.75117, 1.15291)  0.06
H (2.70539, -0.28806, 0.57054)  0.13
H (2.49458, -0.41827, -1.07059)  0.12
H (1.16312, 1.83179, -0.67803)  0.08
H (2.83919, 1.85107, -1.13794)  0.12
H (3.13787, 3.02430, 0.82774)  0.10
H (3.07903, 1.50910, 1.62887)  0.10
H (0.77404, 3.38272, 1.09482)  0.11
H (1.56284, 3.24061, 2.61574)  0.12
H (-0.52865, 2.18672, 2.67394)  0.12
H (0.76068, 0.94208, 2.95725)  0.12
H (-0.69577, 1.30208, 0.39207)  0.08
H (-1.07482, 0.18521, 1.53853)  0.12
C (-0.47187, -0.46428, -1.39189)  0.04
C (-0.98010, 0.04758, -2.37717)  -0.12
C (-1.43718, 0.86025, -3.44280)  -0.28
C (-1.64714, 0.32471, -4.70530)  -0.03
C (-2.07530, 1.13578, -5.75351)  -0.08
C (-2.23346, 2.47584, -5.54611)  -0.10
C (-2.02549, 3.00836, -4.28236)  -0.09
C (-1.64758, 2.21883, -3.23239)  -0.05
H (-1.49722, -0.73482, -4.85435)  0.11
H (-2.30956, 0.73374, -6.70933)  0.09
H (-2.51807, 3.12018, -6.33812)  0.09
H (-2.12585, 4.05311, -4.09365)  0.09
H (-1.48159, 2.65276, -2.25874)  0.11

Cartesian forces (eV/Å) of the 2 atoms listed first:
Be -0.3 0.0 -0.6
Cl -0.1 0.4 0.0


[4]
Here is a molecular structure, C19H21CdN from OMol25. Energies are from wB97M-V/def2-TZVPD.

As for the spin multiplicity: 1. The calculation puts the HOMO energy (alpha / beta) at -4.4 / -4.4 eV. The calculation puts the frontier orbital gap (alpha / beta) at 4.08 / 4.06 eV. The calculation puts the total energy at -26091.582 eV. For the energy above the lowest of the compared OMol25 structures with the same formula, charge and spin, the calculation gives 0.0 kcal per mole.

Last column: Löwdin charge in e.
Element x y z (Å)
C (-1.73113, 1.39127, -2.18208)  -0.24
C (-1.85451, -1.59746, -1.05206)  -0.31
C (-1.49250, 0.75621, -3.40549)  -0.32
H (-1.21969, 2.30762, -1.89328)  0.07
C (-0.53557, -1.73465, -1.51933)  -0.28
H (-2.23780, -2.49873, -0.54654)  0.09
H (-2.43678, 0.35491, -3.82005)  0.10
H (-0.10414, -2.73770, -1.37534)  0.10
C (-0.41553, -0.30549, -3.71959)  -0.19
H (0.33955, 0.13088, -4.38772)  0.11
H (-0.89330, -1.11179, -4.29377)  0.11
C (-2.78219, 0.83386, -1.32548)  -0.29
H (-3.75932, 1.31238, -1.52734)  0.11
H (-2.58241, 1.01099, -0.26294)  0.04
C (-2.98207, -0.71395, -1.55283)  -0.21
H (-3.22148, -0.92033, -2.60532)  0.11
H (-3.87576, -1.00738, -0.98065)  0.10
C (0.28634, -0.90091, -2.49687)  -0.24
H (1.06422, -1.58290, -2.87367)  0.10
H (0.83404, -0.09126, -1.97703)  0.10
Cd (-0.53326, -0.74898, 0.31256)  1.43
H (-1.40340, 1.72786, -3.94323)  0.11
C (3.33369, -2.75532, 2.06844)  -0.07
C (3.75776, -1.76312, 2.95560)  -0.06
C (3.02861, -0.58327, 3.05605)  -0.01
C (1.87222, -0.40427, 2.27139)  -0.23
N (1.46906, -1.39440, 1.44061)  -0.01
C (2.17438, -2.53335, 1.31746)  -0.13
C (1.06565, 0.83395, 2.29757)  -0.24
C (1.43144, 1.94342, 3.11265)  -0.04
C (0.66260, 3.10866, 3.11587)  -0.10
C (-0.47083, 3.19025, 2.31059)  -0.08
C (-0.83468, 2.09412, 1.48740)  -0.14
C (-0.07558, 0.93236, 1.49916)  -0.24
H (3.87159, -3.69146, 1.94379)  0.10
H (4.64988, -1.90119, 3.56594)  0.11
H (3.32584, 0.21411, 3.72862)  0.10
H (1.80150, -3.27605, 0.60610)  0.10
H (2.31843, 1.87807, 3.73913)  0.09
H (0.95459, 3.94830, 3.75193)  0.10
H (-1.08616, 4.09019, 2.30296)  0.10
H (-1.71327, 2.19456, 0.85679)  0.06

Cartesian forces (eV/Å) of the 2 atoms listed first:
C 0.4 -0.3 4.3
C -1.7 -1.9 -2.3